(1)
{
  "formula": "C37H31MgN2PS4",
  "method": "wB97M-V/def2-TZVPD",
  "elements": ["Mg", "S", "C", "C", "C", "C", "C", "C", "S", "C", "C", "C", "C", "C", "C", "C", "S", "C", "C", "C", "C", "C", "C", "S", "N", "H", "H", "H", "H", "H", "H", "H", "H", "H", "H", "H", "H", "H", "H", "H", "N", "C", "C", "C", "C", "C", "C", "P", "C", "C", "C", "C", "C", "C", "C", "C", "C", "C", "C", "C", "H", "H", "H", "H", "H", "H", "H", "H", "H", "H", "H", "H", "H", "H", "H", "H"],
  "xyz": [[0.578158, -0.985125, 0.595599], [0.928851, -3.386998, 0.222850], [-0.049065, -4.048901, 1.499415], [0.127786, -5.419546, 1.774178], [-0.569018, -6.066326, 2.770810], [-1.495738, -5.373794, 3.545744], [-1.689998, -4.030818, 3.304365], [-0.991158, -3.366086, 2.292076], [-1.287257, -1.607877, 2.232011], [-2.647152, -1.443953, 1.030334], [-2.300152, -1.486746, -0.432436], [-3.283658, -1.836110, -1.350426], [-2.989490, -1.771618, -2.698669], [-1.719226, -1.387735, -3.097615], [-0.771586, -1.117929, -2.122852], [0.659370, -0.873836, -2.508967], [1.448788, 0.418811, -1.484311], [3.059950, -0.243997, -1.112233], [3.932806, -0.518642, -2.163477], [5.242463, -0.874153, -1.910485], [5.684522, -0.940258, -0.593154], [4.820359, -0.677007, 0.449751], [3.482408, -0.319091, 0.225753], [2.480159, 0.079558, 1.603467], [-1.075944, -1.151606, -0.823679], [0.862995, -5.948382, 1.182975], [-0.382818, -7.116732, 2.955485], [-2.032651, -5.871702, 4.341601], [-2.374042, -3.456565, 3.917287], [-3.068063, -0.460513, 1.260204], [-3.390041, -2.203839, 1.267860], [-4.261811, -2.143558, -1.007855], [-3.742756, -2.010446, -3.437205], [-1.469764, -1.295856, -4.145622], [0.726343, -0.569505, -3.552511], [1.234930, -1.790839, -2.357867], [3.564004, -0.444521, -3.180010], [5.916700, -1.081170, -2.730652], [6.715277, -1.195197, -0.382815], [5.161050, -0.736579, 1.474486], [-0.430755, 2.004828, 1.024979], [-0.953026, 3.252216, 0.672324], [-1.223044, 4.204902, 1.657616], [-1.709050, 5.453999, 1.323354], [-1.934019, 5.783119, -0.006002], [-1.722082, 4.830606, -0.986971], [-1.272525, 3.553370, -0.666538], [-1.152399, 2.195588, -1.910444], [-0.704371, 3.126612, -3.435191], [0.628021, 3.053653, -3.843412], [1.058837, 3.712818, -4.985518], [0.156763, 4.442664, -5.742843], [-1.173476, 4.511144, -5.354911], [-1.603675, 3.866480, -4.205611], [-2.939103, 1.868785, -2.172653], [-3.796274, 1.849657, -1.072303], [-5.131976, 1.510969, -1.223904], [-5.632103, 1.185707, -2.476592], [-4.779193, 1.163840, -3.570419], [-3.438474, 1.482274, -3.416341], [0.180818, 1.627970, 0.313569], [0.013149, 1.991499, 1.931229], [-1.019913, 3.955630, 2.693147], [-1.906638, 6.179442, 2.101669], [-2.272984, 6.774341, -0.275510], [-1.906807, 5.087591, -2.020666], [1.328508, 2.488789, -3.243860], [2.095861, 3.651015, -5.289279], [0.487457, 4.963294, -6.632074], [-1.883581, 5.076717, -5.945157], [-2.640382, 3.933584, -3.903885], [-3.406555, 2.104165, -0.092986], [-5.783599, 1.501748, -0.359057], [-6.677558, 0.933850, -2.598936], [-5.159448, 0.906025, -4.551320], [-2.774936, 1.435595, -4.270714]],
  "forces_ev_per_a": [[0.1, -0.4, 0.0], [0.3, 0.3, -0.1], [-0.1, 0.0, 0.0], [-0.1, 0.1, 0.1], [0.0, 0.0, -0.1], [0.0, -0.1, 0.1], [0.0, 0.0, 0.0], [0.0, -0.1, 0.2], [0.1, -0.1, -0.3], [0.2, 0.1, 0.3], [-0.1, -0.1, -0.2], [0.0, 0.0, 0.0], [0.0, 0.0, 0.0], [0.0, 0.0, 0.1], [-0.2, -0.1, -0.3], [0.2, 0.3, 0.0], [0.2, -0.3, 0.3], [0.1, 0.0, -0.1], [-0.1, -0.1, 0.1], [0.0, 0.0, -0.1], [0.0, 0.0, 0.0], [0.0, 0.0, 0.0], [0.2, 0.1, -0.2], [-0.3, 0.1, 0.3], [0.0, 0.3, 0.2], [0.0, 0.0, 0.0], [0.0, 0.0, 0.0], [0.0, 0.0, 0.0], [0.0, 0.0, 0.0], [-0.1, 0.0, 0.0], [0.0, 0.1, 0.0], [0.0, 0.0, 0.0], [0.0, 0.0, 0.0], [0.1, -0.1, 0.0], [-0.1, -0.1, 0.0], [0.0, 0.0, 0.0], [0.1, 0.0, 0.0], [0.0, 0.0, 0.0], [0.0, 0.0, 0.0], [0.0, 0.0, 0.0], [-0.3, -0.1, 0.0], [-0.3, 0.2, -0.2], [0.1, -0.1, 0.1], [0.0, -0.1, 0.0], [0.0, 0.1, -0.1], [0.0, 0.0, 0.1], [0.2, -0.3, 0.1], [-0.3, 0.7, -0.3], [0.0, -0.2, 0.0], [-0.1, 0.1, 0.1], [0.0, 0.0, 0.0], [0.0, 0.0, 0.0], [-0.1, 0.1, 0.0], [0.2, 0.0, 0.0], [0.1, -0.2, 0.1], [0.0, 0.0, -0.1], [0.0, 0.0, 0.1], [0.0, -0.1, 0.0], [0.0, 0.0, 0.0], [0.0, 0.0, 0.1], [0.2, 0.0, 0.1], [0.1, 0.0, -0.1], [0.0, 0.0, 0.0], [0.0, 0.0, 0.0], [0.0, 0.0, 0.0], [0.0, 0.0, 0.0], [0.1, 0.0, 0.0], [0.0, 0.0, 0.0], [0.0, 0.0, 0.0], [0.0, 0.0, 0.0], [0.0, 0.0, -0.1], [-0.1, 0.1, 0.0], [0.0, 0.0, 0.0], [0.0, 0.0, 0.0], [0.0, 0.0, 0.0], [0.0, 0.0, 0.0]],
  "homo_energy_ha": -0.2618,
  "homo_lumo_gap_ha": 0.268
}

***

(2)
{
  "formula": "C5H16N3",
  "method": "wB97M-V/def2-TZVPD",
  "elements": ["N", "C", "C", "C", "N", "C", "N", "C", "H", "H", "H", "H", "H", "H", "H", "H", "H", "H", "H", "H", "H", "H", "H", "H"],
  "xyz": [[1.856851, 0.184330, -0.288937], [0.419905, -0.391968, -0.209712], [-0.068482, -0.324098, 1.237261], [-0.997188, -1.550902, 1.589741], [-0.491143, -2.709740, 2.384731], [-0.819341, 0.480025, -1.072429], [-0.341753, 1.410409, -2.084877], [0.207460, 2.705168, -1.659430], [2.624511, -0.516882, -0.403327], [1.951535, 0.793814, -1.113690], [2.114663, 0.755451, 0.557165], [0.499795, -1.470778, -0.496926], [0.661057, -0.226172, 2.123136], [-0.623345, 0.590023, 1.268749], [-1.839275, -1.057202, 2.110951], [-1.276170, -1.950163, 0.540156], [-1.271992, -3.488297, 2.341507], [-0.091594, -2.418462, 3.265896], [-1.351650, 0.841561, -0.288462], [-1.312024, -0.285934, -1.669395], [-0.985016, 1.501836, -2.821779], [-0.497195, 3.415986, -1.124939], [1.150869, 2.596807, -0.993490], [0.624019, 3.214068, -2.684552]],
  "forces_ev_per_a": [[0.7, 0.4, -0.2], [-0.6, 0.0, 0.1], [1.1, -1.4, 1.9], [-0.6, 0.1, -1.0], [-1.4, -0.4, -2.3], [4.3, -2.2, -2.8], [1.5, -0.1, 2.4], [1.5, 1.3, -1.5], [-1.0, 0.3, 0.3], [-0.2, -0.1, 0.1], [-0.5, -0.6, -1.0], [0.0, 1.1, -0.2], [-0.3, -0.2, -1.7], [-0.6, 0.4, 0.7], [-0.1, -0.6, -0.6], [-0.3, 0.4, 1.9], [2.4, 2.3, 0.9], [-0.7, -0.5, 0.3], [-2.0, 1.4, 1.9], [-0.4, -0.1, 0.6], [-0.8, 0.1, -1.0], [0.7, -0.8, -0.7], [-1.6, 0.1, -1.0], [-1.1, -0.9, 2.7]],
  "relative_energy_kj_mol": 358.3,
  "homo_energy_ha": -0.4536,
  "charge": 1,
  "homo_lumo_gap_ha": 0.331
}